{
  "formula": "C44H40N7O2Pt",
  "method": "the ωB97M-V functional and the def2-TZVPD basis",
  "relative_energy_ev": 0.000,
  "gap_ev": [5.211, 6.306],
  "e_homo_ev": [-2.65, -4.53],
  "s_squared": 2.027,
  "charge": -1,
  "multiplicity": 3,
  "energy_ha": -2353.95632,
  "species": ["H", "H", "C", "H", "H", "H", "H", "H", "C", "H", "C", "C", "H", "C", "C", "O", "C", "H", "H", "H", "C", "H", "C", "H", "C", "C", "H", "H", "C", "C", "N", "C", "N", "H", "C", "H", "N", "N", "C", "C", "H", "C", "H", "C", "H", "O", "C", "C", "H", "C", "H", "H", "C", "Pt", "H", "H", "H", "C", "C", "C", "H", "C", "C", "N", "C", "H", "C", "H", "C", "H", "C", "H", "H", "C", "C", "H", "C", "N", "C", "H", "C", "C", "C", "C", "C", "H", "H", "C", "N", "H", "H", "C", "C", "H"],
  "coordinates": [[-0.503, -3.966, -3.192], [-2.469, 4.585, 0.632], [-3.250, -0.685, -4.214], [0.246, 1.494, 5.881], [0.567, 2.816, -0.682], [-2.283, 6.001, -0.412], [4.691, 1.991, -0.876], [1.253, -7.524, 0.574], [0.058, -2.925, 0.583], [0.715, -0.219, -2.586], [-0.230, 5.073, -1.954], [-1.387, -1.401, -2.321], [-2.715, 5.789, -2.908], [-2.549, 4.709, -2.824], [-1.325, 2.312, -1.616], [3.095, -1.712, -0.509], [3.372, 2.543, 3.760], [0.832, 4.855, -2.106], [4.224, 2.836, 3.158], [-1.641, -4.102, -1.857], [0.508, -5.511, 0.661], [-0.783, 2.665, 0.457], [-2.148, 4.914, -0.362], [-0.064, 5.005, 0.200], [1.119, 1.779, 5.306], [2.761, 1.208, -0.416], [4.599, 1.407, -3.289], [-5.063, 0.332, -4.794], [-2.843, -0.572, 0.558], [3.266, 2.900, 5.086], [0.875, -1.859, 0.234], [-2.794, 2.705, -1.335], [-0.836, 0.197, 3.467], [-0.358, 6.160, -2.005], [-2.925, -0.826, 3.241], [3.479, -6.890, -0.247], [-1.743, -0.183, 1.257], [0.943, 0.591, 1.872], [-1.769, -0.259, 2.624], [-0.490, 3.034, -0.536], [-0.751, 4.751, -4.025], [1.231, 1.402, 3.966], [-0.479, -5.774, 1.020], [-1.727, -0.030, -2.399], [-3.384, -2.782, -4.680], [-1.105, -2.890, 0.918], [3.830, 1.507, -1.315], [1.479, -6.478, 0.407], [-2.779, -0.478, -0.510], [2.124, -2.336, -0.148], [-4.811, -1.338, 0.487], [-0.675, -1.710, -1.565], [2.126, 1.295, 1.866], [-0.036, 0.206, 0.161], [-3.478, 2.204, -2.017], [-3.806, 0.348, -6.027], [-4.723, -1.131, -5.726], [-2.664, 0.289, -3.410], [2.141, 2.523, 5.858], [0.852, -4.195, 0.436], [-3.045, 2.356, -0.327], [2.098, -3.840, -0.020], [-4.006, -1.216, 2.518], [-1.126, 0.852, -1.520], [2.744, -6.118, -0.058], [-2.885, -0.914, 4.318], [2.338, 1.787, 3.198], [-2.966, 1.309, -3.585], [-0.678, 4.556, -0.584], [-4.873, -1.638, 3.013], [-1.961, -2.380, -3.109], [4.049, -4.483, -0.640], [2.085, 2.830, 6.896], [1.610, 0.277, -2.250], [-2.990, 4.223, -1.437], [-1.378, 2.393, -3.798], [3.072, -4.780, -0.279], [2.954, 1.546, 0.858], [-3.980, -1.061, 1.120], [2.532, 0.210, -4.151], [-2.912, -2.023, -4.064], [2.623, 0.523, -3.121], [-4.267, -0.264, -5.247], [-1.064, 4.389, -3.041], [3.769, 1.179, -2.629], [0.210, 2.627, -3.086], [-2.161, -4.492, -3.508], [-1.548, -3.818, -2.908], [1.638, 0.633, -0.937], [-3.153, 4.224, -3.600], [-4.047, 4.459, -1.287], [-0.851, 2.872, -2.973], [0.343, 0.677, 3.095], [4.053, 3.485, 5.549]],
  "forces_ev_per_a": [[-0.01, 0.00, 0.00], [0.00, 0.01, -0.02], [0.01, 0.06, 0.04], [0.04, -0.01, -0.01], [0.08, -0.03, 0.02], [0.00, -0.02, 0.01], [-0.01, -0.01, -0.01], [0.01, 0.02, -0.01], [0.30, -0.06, -0.13], [-0.02, -0.03, 0.04], [-0.03, -0.02, -0.01], [-0.03, -0.04, 0.19], [0.00, -0.02, -0.01], [0.04, -0.02, 0.04], [-0.14, -0.10, 0.05], [0.05, 0.07, -0.01], [0.01, 0.01, 0.01], [-0.03, 0.01, 0.00], [-0.04, -0.02, 0.00], [-0.01, 0.01, -0.03], [-0.02, -0.10, 0.02], [0.02, 0.03, -0.01], [0.00, -0.04, -0.03], [0.02, 0.00, 0.01], [0.04, 0.01, 0.03], [-0.05, -0.08, 0.07], [0.00, 0.00, 0.02], [0.00, -0.01, -0.01], [0.08, 0.10, 0.05], [-0.08, -0.04, 0.04], [-0.43, -0.52, -0.08], [0.02, 0.08, 0.03], [-0.09, -0.13, -0.15], [0.02, -0.01, 0.00], [-0.04, 0.01, 0.05], [0.00, 0.00, 0.00], [-0.11, 0.04, -0.07], [0.17, 0.16, 0.03], [0.08, 0.05, 0.02], [-0.06, -0.01, -0.03], [0.00, 0.00, -0.02], [-0.17, -0.02, 0.11], [0.02, 0.02, -0.01], [0.25, 0.30, -0.19], [0.01, 0.03, 0.01], [-0.07, 0.02, 0.03], [0.05, 0.06, 0.05], [0.02, 0.06, -0.01], [0.05, 0.00, 0.01], [-0.13, 0.00, 0.20], [0.03, -0.02, 0.02], [-0.02, 0.04, -0.04], [-0.03, -0.14, -0.01], [0.32, 0.84, 0.04], [0.00, -0.01, 0.04], [-0.01, -0.01, 0.01], [0.00, 0.00, 0.00], [-0.03, -0.04, -0.04], [0.04, 0.00, -0.06], [-0.09, 0.05, 0.04], [0.00, 0.01, -0.01], [0.07, 0.11, -0.03], [0.00, 0.00, -0.02], [-0.33, -0.78, -0.28], [-0.04, 0.06, 0.01], [-0.01, 0.02, -0.02], [0.15, 0.05, -0.03], [-0.04, -0.05, 0.01], [-0.04, -0.01, -0.04], [0.02, 0.00, 0.01], [-0.01, 0.00, -0.01], [-0.02, 0.00, 0.01], [0.01, 0.00, -0.01], [-0.02, 0.07, 0.21], [0.04, -0.03, -0.01], [0.07, 0.02, -0.01], [0.06, -0.10, -0.01], [-0.05, 0.01, -0.06], [-0.07, 0.00, 0.13], [0.00, 0.00, 0.00], [0.03, -0.04, 0.02], [0.14, 0.03, -0.02], [0.05, 0.02, 0.02], [-0.03, -0.03, 0.06], [0.02, -0.01, -0.05], [0.00, 0.01, 0.00], [0.01, 0.01, 0.01], [-0.02, 0.07, 0.00], [-0.07, 0.14, -0.25], [0.01, 0.01, 0.02], [-0.02, 0.01, 0.01], [-0.02, 0.05, 0.04], [0.12, -0.14, -0.03], [-0.01, 0.00, 0.01]]
}

{
  "formula": "CH3NO3",
  "method": "the ωB97M-V functional and the def2-TZVPD basis",
  "relative_energy_ev": 5.566,
  "gap_ev": 10.277,
  "e_homo_ev": -9.53,
  "energy_ha": -320.13807,
  "species": ["H", "H", "C", "O", "N", "H", "O", "O"],
  "coordinates": [[0.980, -0.844, -1.813], [-0.015, -0.008, 2.069], [0.200, -0.157, -1.340], [-0.673, 0.845, 1.776], [0.073, -0.226, -0.078], [-0.439, 0.631, -1.808], [0.663, -0.926, 0.794], [-0.789, 0.684, 0.399]],
  "forces_ev_per_a": [[-1.59, 1.18, 0.65], [-1.91, 2.32, -1.61], [0.88, -0.56, -1.99], [1.88, -2.19, 1.81], [2.04, -1.16, 1.21], [0.94, -1.03, 0.15], [-0.22, 0.04, -0.68], [-2.02, 1.42, 0.46]]
}

{
  "formula": "C6H9NO",
  "method": "the ωB97M-V functional and the def2-TZVPD basis",
  "relative_energy_ev": 7.200,
  "gap_ev": 9.320,
  "e_homo_ev": -9.02,
  "energy_ha": -363.75965,
  "species": ["H", "C", "H", "H", "C", "N", "H", "H", "H", "H", "C", "C", "C", "H", "H", "O", "C"],
  "coordinates": [[0.015, 1.378, -1.523], [1.164, 0.011, -0.119], [0.978, 2.554, 1.114], [-0.760, -1.170, 1.564], [-1.075, -0.236, 1.076], [-0.211, -1.769, -2.513], [-0.778, 2.346, 1.821], [-1.489, -0.691, 0.095], [0.386, -3.489, -2.453], [-1.664, 0.278, 1.836], [0.294, 1.886, 1.635], [-0.229, -0.758, -3.104], [0.088, 0.632, 0.758], [2.047, -0.542, -0.134], [0.823, 1.590, 2.503], [-0.001, -2.888, -1.837], [0.413, 0.867, -0.719]],
  "forces_ev_per_a": [[-0.33, 0.81, -1.54], [-0.63, 1.74, 0.57], [-0.37, 0.32, -0.06], [0.23, 0.18, 0.27], [-0.03, -1.81, -0.57], [0.28, 0.45, -0.73], [2.42, -0.63, -0.08], [-0.28, 1.34, 1.68], [0.55, -0.87, -0.94], [-1.01, -0.21, -0.68], [-1.71, -0.44, -1.00], [-0.24, -0.60, 0.24], [0.87, 0.97, -1.71], [1.12, -0.95, -0.06], [0.03, 0.02, 1.52], [-0.68, 0.85, 1.17], [-0.21, -1.16, 1.93]]
}

{
  "formula": "C32H36N6O5SeSi2SnTe",
  "method": "the ωB97M-V functional and the def2-TZVPD basis",
  "relative_energy_ev": 0.616,
  "gap_ev": 5.194,
  "e_homo_ev": -7.23,
  "energy_ha": -5408.57087,
  "species": ["H", "C", "C", "H", "H", "H", "O", "C", "C", "C", "H", "C", "H", "H", "N", "C", "C", "C", "O", "C", "C", "Si", "C", "C", "H", "N", "C", "C", "C", "C", "H", "Sn", "C", "H", "H", "C", "H", "C", "H", "H", "C", "C", "N", "H", "H", "H", "H", "O", "Te", "N", "C", "H", "O", "H", "H", "C", "C", "H", "Se", "H", "H", "H", "C", "H", "C", "C", "H", "C", "H", "N", "H", "C", "N", "H", "C", "H", "H", "H", "H", "H", "C", "H", "O", "Si"],
  "coordinates": [[4.483, 3.412, -1.878], [4.591, 1.792, -0.412], [3.916, 0.872, 0.292], [-2.414, 0.679, -1.564], [0.263, 4.606, -2.630], [0.243, 3.302, -3.818], [-6.262, -3.113, 2.670], [2.197, -3.009, -4.009], [-2.320, -0.537, 4.196], [-2.705, -1.821, -0.403], [0.327, -2.854, 1.128], [-1.933, 1.260, -2.352], [1.218, -3.652, 2.420], [0.107, 3.755, 3.895], [-2.520, 2.921, 0.575], [3.179, -3.239, -4.970], [3.641, -2.634, 0.557], [3.855, -2.186, -5.561], [-3.238, -2.406, -1.328], [2.463, 0.713, 0.181], [1.891, -1.697, -3.648], [-0.785, 2.541, -1.652], [1.447, -4.141, -3.359], [-2.353, 3.023, 1.904], [-6.481, -3.087, 3.609], [-4.688, 2.397, 2.586], [-1.663, 3.632, -0.365], [-1.919, 3.501, 4.589], [1.729, 1.717, -0.690], [3.564, -0.881, -5.185], [2.355, 0.373, -3.941], [-0.723, -0.018, 1.423], [-5.114, -2.443, 2.448], [3.146, -2.980, -0.352], [4.517, -2.062, 0.252], [-0.317, 3.762, -3.002], [3.449, -2.023, 3.841], [-3.437, 2.807, 2.837], [3.408, -4.258, -5.258], [4.085, -0.053, -5.648], [3.903, 2.696, -1.311], [-3.427, -1.762, 0.927], [1.814, -0.250, 0.740], [-1.690, 3.700, 5.624], [-1.387, 0.550, -2.975], [-2.260, 4.383, -0.890], [4.601, -2.381, -6.320], [-1.537, -1.270, -0.431], [-0.257, -3.263, -2.361], [-1.121, 3.360, 2.324], [-4.617, -2.420, 1.147], [5.667, 1.867, -0.316], [-2.758, -0.377, 5.324], [0.101, -0.680, -2.995], [-2.709, 1.721, -2.965], [-4.407, -1.811, 3.469], [-0.920, 3.554, 3.612], [1.184, -1.109, -1.699], [-5.336, 1.673, 1.147], [-1.241, 4.161, -3.426], [2.517, -0.528, 3.814], [2.073, 3.345, -2.109], [-3.166, 3.115, 4.192], [-4.735, -1.812, 4.500], [2.568, 2.663, -1.440], [-3.229, -1.172, 3.146], [-0.907, 4.162, 0.217], [0.798, -1.442, -2.651], [3.987, -3.511, 1.108], [-2.772, -1.135, 1.897], [-5.123, -2.921, 0.335], [2.589, -0.643, -4.231], [0.441, 1.678, -0.737], [4.441, 0.207, 0.962], [0.940, -2.677, 2.017], [4.147, -0.564, 3.137], [2.075, -4.649, -2.625], [1.139, -4.882, -4.096], [0.324, -2.187, 2.784], [-3.464, 2.703, 0.271], [3.226, -1.135, 3.246], [-3.972, 2.967, 4.896], [-1.162, -0.236, 3.742], [2.457, -1.658, 1.621]],
  "forces_ev_per_a": [[0.00, -0.01, 0.00], [-0.11, -0.24, 0.19], [0.16, 0.15, 0.03], [0.03, 0.01, -0.04], [0.00, 0.06, 0.03], [0.02, -0.03, -0.05], [0.00, 0.01, 0.02], [-0.07, 0.08, -0.02], [-0.25, 0.10, 0.12], [0.00, -0.03, -0.21], [0.01, -0.06, -0.09], [0.07, 0.01, 0.09], [0.02, -0.03, 0.02], [0.02, 0.08, 0.03], [-0.23, 0.14, 0.00], [0.03, -0.03, 0.04], [-0.08, 0.15, -0.11], [0.01, 0.01, -0.01], [-0.05, 0.06, -0.06], [-0.34, -0.68, 0.35], [0.00, -0.06, -0.05], [-0.49, 0.30, 0.05], [0.04, -0.04, 0.09], [-0.06, 0.03, 0.14], [-0.01, 0.03, -0.03], [-0.27, -0.32, 0.42], [0.32, -0.26, -0.07], [0.10, -0.07, 0.07], [-1.20, -0.03, -0.04], [0.02, 0.00, -0.01], [-0.04, 0.09, 0.01], [-1.13, -0.01, -0.15], [0.00, 0.06, 0.03], [-0.07, -0.04, -0.04], [0.04, 0.03, 0.03], [0.30, -0.15, 0.09], [0.01, -0.02, 0.01], [0.29, 0.14, -0.23], [-0.01, -0.01, -0.02], [0.02, 0.02, 0.00], [-0.35, 0.06, -0.11], [-0.05, -0.12, -0.02], [0.55, 0.38, -0.63], [0.04, -0.03, 0.04], [-0.12, 0.05, -0.01], [-0.05, 0.00, -0.02], [0.03, 0.00, 0.00], [0.36, 0.45, 0.67], [0.11, -0.38, -0.14], [0.08, 0.02, 0.14], [0.03, 0.07, 0.00], [-0.01, -0.01, -0.01], [0.07, -0.04, -0.12], [0.09, -0.10, -0.05], [0.01, 0.08, -0.02], [0.01, 0.07, -0.06], [-0.05, 0.02, -0.01], [0.16, 0.13, 0.31], [0.04, 0.09, -0.28], [-0.04, -0.03, 0.01], [-0.02, 0.00, 0.02], [-0.12, 0.10, -0.08], [0.02, -0.15, -0.07], [0.01, 0.00, 0.02], [0.19, 0.01, 0.04], [-0.03, -0.01, 0.07], [0.01, 0.04, -0.10], [-0.11, 0.17, -0.03], [-0.02, -0.03, 0.02], [0.36, -0.05, 0.12], [0.03, -0.04, -0.01], [0.03, -0.04, 0.00], [1.35, -0.13, -0.18], [0.01, -0.04, 0.02], [-0.07, 0.24, -0.09], [0.04, 0.01, 0.00], [0.00, 0.01, -0.03], [-0.08, 0.03, 0.00], [0.03, -0.07, 0.06], [0.01, -0.22, -0.04], [-0.04, 0.07, -0.15], [-0.06, 0.05, -0.01], [0.46, 0.16, -0.26], [0.01, -0.20, 0.34]]
}